17
Properties=species:S:1:pos:R:3 method="wB97M-V/def2-TZVPD" total_energy_ha=-732.64245 charge=-1 e_homo_ev=-2.333 gap_ev=4.561 e_lumo_ev=2.23
H 0.361 3.030 -2.378
O -1.015 0.389 -2.450
C -0.319 2.549 -1.675
C -0.439 1.194 -1.671
H -0.890 3.160 -0.976
H 0.974 1.440 1.137
C 0.086 0.824 0.889
C 0.099 -0.465 1.713
O -0.836 -1.411 1.382
C 0.893 -3.359 0.020
O 1.239 -4.049 0.894
O 0.707 -2.824 -1.010
Na -1.374 -1.287 -0.787
O 0.118 0.439 -0.471
H -0.795 1.450 1.113
H 0.092 -0.161 2.787
H 1.099 -0.918 1.483